The following is a DFT calculation (the ωB97M-V functional and the def2-TZVPD basis) of a gas-phase ion, C5H12N2 (charge +2).

Geometry as XYZ:
```
19
Properties=species:S:1:pos:R:3
C -1.32905 0.48387 0.80814
C -0.13509 0.66857 -0.14173
C 0.62596 -0.63027 -0.32322
C 0.15633 -1.75995 -0.81403
C 2.99568 -0.87411 -0.60236
N 2.00296 -0.66088 0.16755
N -2.38077 1.56272 0.57792
H -0.98928 0.63970 1.82403
H -1.85849 -0.45718 0.70656
H -0.52921 0.92477 -1.12667
H 0.50674 1.51294 0.10240
H -0.79727 -1.83034 -1.31650
H 0.72705 -2.68164 -0.76474
H 2.81928 -0.97416 -1.66373
H 3.97841 -0.97635 -0.16248
H 2.16309 -0.50010 1.16202
H -2.37652 1.87487 -0.39808
H -2.25541 2.42037 1.13126
H -3.32441 1.25717 0.83364
```

Energy relative to the best compared isomer or geometry (same formula, charge and spin) ... 7.5 kcal per mole
SMILES string ... C=[NH+]C(=C)CC[NH3+]
Charge ... +2

---

The following is a DFT calculation (the ωB97M-V functional and the def2-TZVPD basis) of a single C5H12N2O molecule.

Geometry as XYZ:
```
20
Properties=species:S:1:pos:R:3
C 1.63857 -2.29448 -0.21740
N 0.71476 -1.42439 -0.80065
C 0.80439 -0.02296 -0.18000
C -0.03378 1.15954 -0.85882
C -1.69451 0.94074 -1.05465
N -2.44920 0.54417 0.16038
C 0.47515 0.14935 1.31097
O 0.66112 1.21468 1.76630
H 1.37980 -2.67911 0.86834
H 2.65474 -1.84701 -0.17025
H 1.90769 -3.11057 -0.94099
H -0.27003 -1.78996 -0.75486
H 1.88140 0.35648 -0.38201
H 0.11492 2.13203 -0.34468
H 0.15167 1.33588 -1.97919
H -1.62806 0.08702 -1.81762
H -2.15336 1.83988 -1.51056
H -2.00238 -0.15896 0.71391
H -2.36258 1.33793 0.76149
H 0.03938 -0.65262 1.90734
```

Energy relative to the best compared isomer or geometry (same formula, charge and spin) ... 78.3 kcal per mole
SMILES string ... CN[C@H](C=O)CCN

---

The following is a DFT calculation (the ωB97M-V functional and the def2-TZVPD basis) of 2 unconnected molecules or ions with the total composition C5H12N2O.

Geometry as XYZ:
```
20
Properties=species:S:1:pos:R:3
C -0.48182 2.30972 1.58921
C -1.03822 -0.40332 -1.88968
C 0.23451 -0.48801 -1.10186
O -0.33247 1.92626 0.23636
N 1.38805 -0.15819 -1.48920
H 1.44061 0.20340 -2.43988
H -0.39049 1.42470 2.22789
H 0.30768 3.01553 1.86719
H -1.47341 2.74605 1.69397
H -0.83247 -0.19142 -2.93777
H -1.64322 0.41255 -1.49220
H -1.60422 -1.33090 -1.82257
C 1.36569 -1.84593 0.78320
C 0.13242 -1.16102 0.29321
N -0.92051 -1.21464 0.98761
H -1.70712 -0.68045 0.62296
H 0.54168 1.48020 0.18379
H 1.49646 -2.78732 0.25173
H 2.22997 -1.21569 0.58702
H 1.28688 -2.04151 1.84902
```

Energy relative to the best compared isomer or geometry (same formula, charge and spin) ... 49.9 kcal per mole
SMILES string ... [H]/N=C(C)\C(C)=N\[H].CO

---

The following is a DFT calculation (the ωB97M-V functional and the def2-TZVPD basis) of 3 unconnected molecules or ions with the total composition C5H12N2O.

Geometry as XYZ:
```
20
Properties=species:S:1:pos:R:3
O -0.57114 2.40420 2.66356
C -1.22096 1.88111 1.75739
C -1.39377 0.50331 1.49811
C 2.41350 0.74391 0.31320
C 2.21635 0.28063 -0.91638
C -0.08985 -1.70458 -0.97860
N -0.77544 -0.93259 -1.92315
N -2.26606 0.27610 0.40277
H -1.64021 2.53331 0.95832
H -0.77681 -0.33898 1.80592
H 3.41942 0.66444 0.76719
H 1.60853 1.16297 0.90255
H 1.25865 0.46318 -1.41019
H 3.03422 -0.15904 -1.49713
H 0.71082 -2.39605 -1.29679
H -0.78313 -2.38140 -0.34213
H 0.37799 -1.14326 -0.17172
H -0.76920 -1.42433 -2.81599
H -1.76194 -0.07544 -0.43656
H -2.99098 -0.35749 0.71964
```

Energy relative to the best compared isomer or geometry (same formula, charge and spin) ... 205.9 kcal per mole

---

The following is a DFT calculation (the ωB97M-V functional and the def2-TZVPD basis) of 2 unconnected molecules or ions with the total composition C5H12N2O.

Geometry as XYZ:
```
20
Properties=species:S:1:pos:R:3
C -0.04181 -1.80160 -0.30821
C 0.23437 0.36264 -1.49701
C -0.98055 1.34607 1.46703
C 1.70894 0.43016 -1.62281
N -0.24004 0.26586 0.84910
C -0.88465 -1.01292 0.51174
O 1.00200 0.10576 1.52451
N -2.12925 -1.24738 0.75312
H 1.12426 -0.86082 1.57664
H -2.57899 -0.49667 1.26887
H -0.45452 -2.72024 -0.70122
H 1.03418 -1.73297 -0.25652
H -0.34283 -0.24230 -2.17782
H -0.25109 1.30420 -1.27653
H -0.35595 2.23954 1.43907
H -1.88301 1.54374 0.88852
H -1.24448 1.12403 2.50596
H 1.99896 1.34486 -2.15585
H 2.17597 0.47985 -0.63116
H 2.10848 -0.43181 -2.15743
```

Energy relative to the best compared isomer or geometry (same formula, charge and spin) ... 165.6 kcal per mole

---

The following is a DFT calculation (the ωB97M-V functional and the def2-TZVPD basis) of a single C5H12N2O molecule.

Geometry as XYZ:
```
20
Properties=species:S:1:pos:R:3
O -1.36800 -0.53107 -0.15810
C -0.26402 -0.03467 -0.22941
N 0.41486 0.15810 -1.42666
C -0.30694 -0.25786 -2.61645
C 1.05211 1.46908 -1.62093
C 0.51162 0.28666 1.05628
N 0.44273 -0.79280 2.01528
C -0.59130 -0.66713 3.01954
H -1.09140 -0.96086 -2.35964
H -0.84781 0.56280 -3.10395
H 0.37038 -0.77771 -3.29487
H 0.28129 2.23794 -1.68008
H 1.67676 1.40501 -2.50267
H 1.67494 1.69486 -0.75025
H 0.11117 1.19121 1.49404
H 1.55913 0.51031 0.83182
H 0.39131 -1.69889 1.57574
H -1.57703 -0.42075 2.60775
H -0.32938 0.09877 3.74970
H -0.73547 -1.62133 3.52000
```

Energy relative to the best compared isomer or geometry (same formula, charge and spin) ... 36.8 kcal per mole
SMILES string ... CNCC(=O)N(C)C

---

The following is a DFT calculation (the ωB97M-V functional and the def2-TZVPD basis) of 3 unconnected molecules or ions with the total composition C5H12N2O.

Geometry as XYZ:
```
20
Properties=species:S:1:pos:R:3
C -0.33374 0.01191 0.64061
C 1.78618 0.52633 -0.26187
C 1.17068 -2.04852 1.03043
C -1.65515 -0.68224 0.69028
N 0.53155 -0.20557 -0.30727
C -0.97062 1.86139 -0.73991
N -1.11310 1.49537 -2.02206
O -1.26516 2.90750 -0.23084
H -0.04201 0.55521 1.54627
H -0.75335 0.59844 -2.30259
H -1.54571 2.11130 -2.70468
H 1.98927 1.00280 0.70441
H 1.77797 1.28527 -1.04591
H 2.59546 -0.16809 -0.49163
H 1.34253 -2.59432 0.11352
H 2.03548 -1.64337 1.54030
H 0.42585 -2.47208 1.69248
H -1.82583 -1.26053 -0.21590
H -2.44939 0.05977 0.80423
H -1.70089 -1.34058 1.56015
```

Energy relative to the best compared isomer or geometry (same formula, charge and spin) ... 134.3 kcal per mole

---

The following is a DFT calculation (the ωB97M-V functional and the def2-TZVPD basis) of 2 unconnected molecules or ions with the total composition C5H12N2O.

Geometry as XYZ:
```
20
Properties=species:S:1:pos:R:3
C 0.06851 -0.81914 -1.81357
C 1.42941 -0.84993 0.38710
C 0.74960 0.05760 -0.80622
N 2.56627 -0.27102 0.83754
N 0.96915 -2.01010 0.61512
O 1.33130 1.08476 -1.10415
H 2.81251 0.62117 0.43258
H 3.04963 -0.62963 1.64360
H 1.37724 -2.47636 1.42443
H -0.41417 -0.20291 -2.56963
H 0.79590 -1.45705 -2.31338
H -0.62422 -1.47920 -1.29917
C -2.17919 1.63247 0.25356
C -1.36660 0.49652 0.84395
H -1.96253 1.74686 -0.80762
H -1.98213 2.57213 0.77059
H -3.24116 1.45175 0.42064
H -1.66401 -0.46564 0.43164
H -1.52628 0.39518 1.91722
H -0.18924 0.60254 0.73579
```

Energy relative to the best compared isomer or geometry (same formula, charge and spin) ... 50.6 kcal per mole
SMILES string ... [H]/N=C(\N)C(C)=O.CC

---

The following is a DFT calculation (the ωB97M-V functional and the def2-TZVPD basis) of a single C5H12N2O molecule.

Geometry as XYZ:
```
20
Properties=species:S:1:pos:R:3
N 1.70414 1.56988 1.13982
C 0.58063 1.29323 0.16459
C -0.47357 2.34942 0.14531
C 0.09993 -0.18030 0.41406
N 0.44054 -1.00513 -0.74674
C -0.06380 -2.36111 -0.67821
C -1.59724 -2.55833 -0.46709
O -2.04364 -3.16517 0.45741
H 2.67786 1.56292 0.96089
H 1.39599 2.38201 1.65012
H 1.17190 1.25657 -0.76310
H -0.18275 3.15715 0.83764
H -1.37557 2.09041 0.69040
H -0.68832 2.72640 -0.84759
H -0.97963 -0.06830 0.53315
H 0.61048 -0.57631 1.28319
H 0.20566 -0.56852 -1.61778
H 0.09875 -2.73373 -1.70902
H 0.56198 -3.04205 -0.11003
H -2.14333 -2.12905 -1.33703
```

Energy relative to the best compared isomer or geometry (same formula, charge and spin) ... 68.1 kcal per mole
SMILES string ... C[C@@H](N)CNCC=O

---

The following is a DFT calculation (the ωB97M-V functional and the def2-TZVPD basis) of 2 unconnected molecules or ions with the total composition C5H12N2O2.

Geometry as XYZ:
```
21
Properties=species:S:1:pos:R:3
C -1.26531 0.73413 0.57533
C -2.12053 -0.21058 1.40768
C -1.16338 0.14480 -1.03211
N -1.00384 -1.18674 -1.11581
N -1.20750 1.04279 -1.90173
H -0.57358 -1.64783 -0.29375
H -0.64336 -1.53527 -1.99322
H -1.26877 0.73825 -2.87085
H -1.80409 1.65165 0.33978
H -0.44440 1.15002 1.15691
H -1.55269 -1.07908 1.74755
H -2.52490 0.30919 2.27758
H -2.96876 -0.58788 0.82863
C 2.99998 0.51195 -0.51254
C 1.33041 -0.48617 0.82845
O 1.70133 -0.03738 -0.38324
O 0.76337 -1.55035 0.96847
H 1.78600 0.05527 1.67771
H 3.33648 0.98737 0.41414
H 2.92905 1.26730 -1.29616
H 3.69448 -0.27145 -0.82282
```

Energy relative to the best compared isomer or geometry (same formula, charge and spin) ... 58.6 kcal per mole
SMILES string ... [H]/N=C(\N)CC.COC=O

---

The following is a DFT calculation (the ωB97M-V functional and the def2-TZVPD basis) of a molecular structure, C5H12N2O2.

Geometry as XYZ:
```
21
Properties=species:S:1:pos:R:3
C -0.30055 0.74040 -1.00231
C 0.99265 -0.95032 1.21727
C -0.89790 -0.38838 -1.80148
C -0.77800 2.12097 -1.38339
C 0.37334 -1.53239 2.45769
N 0.99100 0.56640 -0.61575
O 1.25039 -1.91259 0.29751
N -0.53085 0.21052 0.75171
O -0.74006 1.13071 1.51309
H 1.57466 -1.44314 -0.49035
H 1.38749 1.42613 -0.23536
H 1.84443 -0.30697 1.44852
H -1.96428 -0.23272 -1.96705
H -0.39801 -0.47020 -2.76806
H -0.78509 -1.32516 -1.25798
H -1.86089 2.19203 -1.26861
H -0.32217 2.88680 -0.75655
H -0.53274 2.31898 -2.42702
H 0.05362 -0.73750 3.12946
H -0.48196 -2.14973 2.19261
H 1.12491 -2.14384 2.96605
```

Energy relative to the best compared isomer or geometry (same formula, charge and spin) ... 135.6 kcal per mole

---

The following is a DFT calculation (the ωB97M-V functional and the def2-TZVPD basis) of a single C5H12N2S molecule.

Geometry as XYZ:
```
20
Properties=species:S:1:pos:R:3
C -1.42941 -1.20108 0.35081
C -0.38774 -0.22897 -0.27777
C 0.91029 -0.88203 -0.79768
C 0.05129 0.81686 0.71848
C 0.37207 2.23878 0.48349
H -1.74649 -1.95979 -0.35889
H -0.97566 -1.76352 1.19774
H -2.32261 -0.67280 0.71517
H -0.18625 0.97768 -2.39443
H 0.63145 -1.63317 -1.50295
H 1.48718 -0.12764 -1.35891
H 1.17147 -2.42831 0.58827
H 2.62053 -1.59066 0.13584
H 0.59283 0.28440 1.53443
H 0.06333 2.59998 -0.46349
H 1.18570 2.83094 1.00146
H -1.59601 1.95432 0.60484
N 1.63827 -1.56674 0.26770
N -0.82282 1.86535 1.26899
S -1.25740 0.48641 -1.71312
```

Energy relative to the best compared isomer or geometry (same formula, charge and spin) ... 24.2 kcal per mole
SMILES string ... C[C@](S)(CN)[C@H]1CN1

---

Number 1: E -306.55890 Eh. Number 2: E -382.37776 Eh. Number 3: E -382.42307 Eh. Number 4: E -382.17437 Eh. Number 5: E -382.23865 Eh. Number 6: E -382.44389 Eh. Number 7: E -382.28851 Eh. Number 8: E -382.42194 Eh. Number 9: E -382.39393 Eh. Number 10: E -457.65548 Eh. Number 11: E -457.53275 Eh. Number 12: E -705.35426 Eh.